Version P
The following is a quantum chemistry calculation of a 2-piece molecular cluster, C4H14NOS overall, from the OMol25 dataset.

Its total charge is 0. Its spin multiplicity is 2. As for the expectation value of S²: 0.75. As for the highest occupied orbital energy (spin up / spin down): -2.8 / -9.6 eV. As for the HOMO-LUMO gap (spin up / spin down): 3.3486 / 10.0247 eV.

The geometry in XYZ format:
```
21
C4H14NOS, DFT ωB97M-V/def2-TZVPD
C -1.32 -2.39 -0.27
C -0.37 -1.24 0.05
C -0.11 -0.37 -1.21
C 0.86 0.78 -1.08
S 2.14 0.54 0.27
N -1.22 -0.49 1.14
H -2.19 -2.04 -0.84
H -1.79 -2.85 0.60
H -0.83 -3.18 -0.83
H 0.60 -1.45 0.45
H 0.20 -0.98 -2.06
H -1.09 0.04 -1.49
H 0.45 1.71 -0.66
H 1.24 1.16 -2.03
H 3.02 -0.37 -0.16
H -2.09 -0.97 1.37
H -1.32 0.54 1.03
H -0.72 -0.53 2.04
H -2.20 2.91 0.91
H -0.82 2.79 0.12
O -1.52 2.27 0.59
```

The natural (NBO) scheme yields these atomic charges, measured in e:
1 C -0.660
2 C -0.097
3 C -0.448
4 C -0.489
5 S -0.093
6 N -1.060
7 H 0.220
8 H 0.224
9 H 0.220
10 H 0.236
11 H 0.226
12 H 0.227
13 H 0.199
14 H 0.233
15 H 0.120
16 H 0.337
17 H 0.430
18 H 0.319
19 H 0.473
20 H 0.462
21 O -1.077

***

Version Q
The following is a quantum chemistry calculation of a 2-piece molecular cluster, C4H14NOS overall, from the OMol25 dataset.

Its total charge is 0. Its spin multiplicity is 2. As for the expectation value of S²: 0.75. As for the highest occupied orbital energy (spin up / spin down): -3.0 / -9.3 eV. As for the HOMO-LUMO gap (spin up / spin down): 3.7708 / 9.7243 eV.

The geometry in XYZ format:
```
21
C4H14NOS, DFT ωB97M-V/def2-TZVPD
C -0.05 -2.59 -0.01
C 0.07 -1.13 0.25
C 0.80 -0.47 -0.93
C 1.47 0.93 -0.90
S 1.76 1.56 0.80
N -1.29 -0.19 0.51
H -0.74 -2.88 -0.79
H -0.23 -3.26 0.92
H 0.89 -3.09 -0.26
H 0.59 -0.91 1.21
H 1.62 -1.20 -1.08
H 0.18 -0.76 -1.83
H 0.85 1.66 -1.39
H 2.46 0.89 -1.34
H 0.69 2.36 0.69
H -2.09 -0.69 0.13
H -1.14 0.71 0.02
H -1.45 -0.06 1.53
H -1.47 3.47 0.14
H -1.42 2.96 1.63
O -1.51 2.68 0.70
```

The natural (NBO) scheme yields these atomic charges, measured in e:
1 C -0.676
2 C -0.110
3 C -0.465
4 C -0.523
5 S -0.089
6 N -1.023
7 H 0.227
8 H 0.237
9 H 0.233
10 H 0.233
11 H 0.214
12 H 0.223
13 H 0.220
14 H 0.230
15 H 0.139
16 H 0.367
17 H 0.409
18 H 0.284
19 H 0.468
20 H 0.461
21 O -1.061

***

Most stable = version P

***

Version P
The following is a quantum chemistry calculation of C34H38N6OReSb as an isolated structure, from the OMol25 dataset.

Its total charge is +3. Its spin multiplicity is 2. As for the expectation value of S²: 0.79. As for the highest occupied orbital energy (spin up / spin down): -16.1 / -16.1 eV. As for the HOMO-LUMO gap (spin up / spin down): 5.3849 / 5.2617 eV.

The geometry in XYZ format:
```
81
C34H38N6OReSb, DFT ωB97M-V/def2-TZVPD
Re -0.50 -1.65 1.35
N 1.30 -2.23 2.62
C 1.59 -1.34 3.77
C 1.19 0.08 3.41
N -0.17 0.10 2.83
C -1.26 0.12 3.85
C -1.71 -1.29 4.25
N -1.98 -2.09 3.03
H 2.09 -2.18 1.98
H 1.28 -3.20 2.96
H 1.04 -1.68 4.65
H 2.66 -1.37 4.02
H 1.25 0.72 4.30
H 1.88 0.48 2.66
H -0.25 0.99 2.33
H -0.95 0.67 4.74
H -2.12 0.63 3.41
H -0.96 -1.80 4.85
H -2.62 -1.20 4.86
H -1.93 -3.08 3.26
H -2.94 -1.93 2.72
O -2.55 -3.90 -1.44
C -2.21 -3.08 -0.62
N -1.09 -3.15 0.17
C -0.21 -4.26 -0.10
C 1.08 -3.69 -0.64
C 1.89 -4.42 -1.49
C 3.09 -3.87 -1.91
C 3.43 -2.61 -1.44
C 2.55 -1.93 -0.62
N 1.39 -2.45 -0.23
C -2.94 -1.79 -0.37
C -4.21 -1.55 -0.87
C -4.83 -0.35 -0.59
C -4.12 0.59 0.15
C -2.85 0.28 0.60
N -2.26 -0.89 0.37
H 0.00 -4.81 0.82
H -0.67 -4.94 -0.82
H 1.58 -5.40 -1.82
H 3.75 -4.42 -2.57
H 4.36 -2.15 -1.72
H 2.80 -0.94 -0.26
H -4.69 -2.33 -1.45
H -5.84 -0.15 -0.91
H -4.55 1.55 0.40
H -2.30 1.01 1.18
C 4.70 3.98 -1.42
C 4.10 3.95 -0.17
C 3.01 3.12 0.05
C 2.53 2.35 -1.00
C 3.14 2.36 -2.24
C 4.20 3.21 -2.46
Sb 0.75 1.13 -0.70
C 0.15 0.51 -2.69
C 0.26 1.46 -3.70
C -0.05 1.08 -5.00
C -0.47 -0.21 -5.28
C -0.58 -1.13 -4.25
C -0.26 -0.78 -2.95
C -0.64 2.65 -0.02
C -1.70 3.02 -0.84
C -2.52 4.07 -0.44
C -2.30 4.72 0.76
C -1.25 4.33 1.58
C -0.43 3.28 1.20
H 5.58 4.60 -1.58
H 4.49 4.55 0.64
H 2.54 3.12 1.02
H 2.77 1.74 -3.05
H 4.65 3.26 -3.44
H 0.57 2.47 -3.49
H 0.05 1.81 -5.79
H -0.71 -0.49 -6.29
H -0.92 -2.14 -4.46
H -0.34 -1.51 -2.16
H -1.86 2.53 -1.79
H -3.33 4.37 -1.09
H -2.91 5.56 1.04
H -1.06 4.85 2.50
H 0.40 3.01 1.84
```

The Löwdin scheme yields these atomic charges, measured in e:
1 Re 1.521
2 N -0.062
3 C -0.180
4 C -0.177
5 N -0.179
6 C -0.159
7 C -0.178
8 N -0.025
9 H 0.089
10 H 0.121
11 H 0.112
12 H 0.144
13 H 0.141
14 H 0.118
15 H 0.051
16 H 0.144
17 H 0.121
18 H 0.115
19 H 0.147
20 H 0.130
21 H 0.123
22 O 0.161
23 C -0.445
24 N -0.147
25 C -0.132
26 C -0.252
27 C 0.033
28 C 0.011
29 C -0.007
30 C -0.163
31 N -0.008
32 C -0.176
33 C 0.063
34 C 0.028
35 C 0.005
36 C -0.122
37 N -0.068
38 H 0.139
39 H 0.139
40 H 0.138
41 H 0.135
42 H 0.126
43 H 0.075
44 H 0.144
45 H 0.137
46 H 0.129
47 H 0.087
48 C -0.034
49 C -0.051
50 C -0.134
51 C -0.357
52 C -0.126
53 C -0.044
54 Sb 1.597
55 C -0.374
56 C -0.139
57 C -0.040
58 C -0.036
59 C -0.053
60 C -0.142
61 C -0.401
62 C -0.134
63 C -0.050
64 C -0.039
65 C -0.052
66 C -0.167
67 H 0.124
68 H 0.120
69 H 0.082
70 H 0.093
71 H 0.123
72 H 0.109
73 H 0.124
74 H 0.124
75 H 0.117
76 H 0.064
77 H 0.103
78 H 0.122
79 H 0.123
80 H 0.120
81 H 0.083

***

Version Q
The following is a quantum chemistry calculation of C34H38N6OReSb as an isolated structure, from the OMol25 dataset.

Its total charge is +3. Its spin multiplicity is 2. As for the expectation value of S²: 0.82. As for the highest occupied orbital energy (spin up / spin down): -14.7 / -14.7 eV. As for the HOMO-LUMO gap (spin up / spin down): 3.0193 / 3.6403 eV.

The geometry in XYZ format:
```
81
C34H38N6OReSb, DFT ωB97M-V/def2-TZVPD
Re -0.69 1.65 1.68
N -1.29 -0.51 1.45
C -1.60 -1.16 2.76
C -2.05 -0.10 3.75
N -1.09 1.04 3.77
C 0.17 0.75 4.53
C 1.28 0.23 3.62
N 1.38 1.10 2.41
H -0.67 -1.13 0.92
H -2.15 -0.45 0.91
H -2.37 -1.92 2.65
H -0.71 -1.66 3.12
H -3.03 0.29 3.46
H -2.16 -0.54 4.74
H -1.55 1.80 4.27
H 0.50 1.68 5.00
H -0.01 0.03 5.33
H 2.22 0.22 4.17
H 1.09 -0.79 3.30
H 1.85 1.96 2.70
H 2.00 0.66 1.74
O -3.79 2.49 -0.81
C -2.73 2.24 -0.32
N -2.42 2.35 1.04
C -2.99 3.47 1.78
C -1.82 4.35 2.16
C -1.95 5.69 2.46
C -0.82 6.44 2.73
C 0.43 5.82 2.69
C 0.49 4.48 2.40
N -0.61 3.74 2.14
C -1.49 1.93 -1.12
C -1.50 1.96 -2.49
C -0.28 2.02 -3.17
C 0.89 2.05 -2.42
C 0.81 1.97 -1.04
N -0.35 1.90 -0.39
H -3.71 4.01 1.17
H -3.52 3.13 2.68
H -2.93 6.15 2.46
H -0.90 7.49 2.96
H 1.34 6.37 2.88
H 1.45 3.98 2.34
H -2.45 1.97 -3.01
H -0.25 2.08 -4.25
H 1.85 2.14 -2.90
H 1.72 1.98 -0.45
C -0.20 -5.70 0.98
C -1.28 -5.09 0.37
C -1.10 -3.91 -0.35
C 0.18 -3.38 -0.48
C 1.27 -3.99 0.14
C 1.07 -5.16 0.86
Sb 0.50 -1.60 -1.67
C -0.41 -1.90 -3.59
C -1.79 -2.01 -3.67
C -2.39 -2.16 -4.92
C -1.61 -2.17 -6.07
C -0.23 -2.05 -5.98
C 0.38 -1.90 -4.73
C 2.63 -1.67 -1.94
C 3.21 -2.69 -2.69
C 4.60 -2.74 -2.81
C 5.39 -1.79 -2.18
C 4.80 -0.78 -1.43
C 3.42 -0.72 -1.31
H -0.34 -6.62 1.54
H -2.27 -5.52 0.45
H -1.95 -3.44 -0.84
H 2.26 -3.57 0.04
H 1.92 -5.65 1.32
H -2.41 -1.99 -2.78
H -3.47 -2.26 -4.99
H -2.08 -2.25 -7.03
H 0.38 -2.08 -6.87
H 1.46 -1.79 -4.67
H 2.60 -3.45 -3.17
H 5.05 -3.53 -3.39
H 6.46 -1.83 -2.28
H 5.42 -0.04 -0.93
H 2.96 0.07 -0.73
```

The Löwdin scheme yields these atomic charges, measured in e:
1 Re 1.618
2 N -0.032
3 C -0.173
4 C -0.158
5 N -0.167
6 C -0.140
7 C -0.177
8 N -0.059
9 H 0.025
10 H 0.110
11 H 0.146
12 H 0.116
13 H 0.131
14 H 0.145
15 H 0.138
16 H 0.138
17 H 0.145
18 H 0.146
19 H 0.111
20 H 0.095
21 H 0.107
22 O 0.211
23 C -0.401
24 N -0.104
25 C -0.087
26 C -0.217
27 C 0.040
28 C 0.033
29 C 0.005
30 C -0.087
31 N -0.066
32 C -0.187
33 C 0.060
34 C 0.028
35 C -0.010
36 C -0.135
37 N -0.085
38 H 0.147
39 H 0.145
40 H 0.146
41 H 0.143
42 H 0.136
43 H 0.110
44 H 0.150
45 H 0.144
46 H 0.138
47 H 0.106
48 C -0.064
49 C -0.074
50 C -0.155
51 C -0.413
52 C -0.136
53 C -0.066
54 Sb 1.503
55 C -0.404
56 C -0.158
57 C -0.070
58 C -0.057
59 C -0.060
60 C -0.130
61 C -0.414
62 C -0.123
63 C -0.047
64 C -0.053
65 C -0.077
66 C -0.173
67 H 0.117
68 H 0.114
69 H 0.084
70 H 0.090
71 H 0.115
72 H 0.080
73 H 0.114
74 H 0.118
75 H 0.117
76 H 0.088
77 H 0.112
78 H 0.121
79 H 0.119
80 H 0.108
81 H 0.044

***

Most stable = version Q

***

Version P
The following is a quantum chemistry calculation of a single C3H3FOS molecule, from the OMol25 dataset.

Its total charge is 0. As for the highest occupied orbital energy: -9.2 eV. The SMILES is O=CS/C=C\F. As for the HOMO-LUMO gap: 9.4037 eV.

The geometry in XYZ format:
```
9
C3H3FOS, DFT ωB97M-V/def2-TZVPD
C -1.90 0.44 -0.07
C -0.52 0.50 -0.03
C 1.99 -0.68 0.09
H -2.45 1.38 0.12
H -0.06 1.41 0.32
H 2.67 -1.46 0.07
O 2.32 0.49 -0.26
F -2.30 -0.86 -0.17
S 0.24 -1.23 -0.08
```

The natural (NBO) scheme yields these atomic charges, measured in e:
1 C 0.178
2 C -0.374
3 C 0.252
4 H 0.208
5 H 0.246
6 H 0.151
7 O -0.533
8 F -0.328
9 S 0.200

***

Version Q
The following is a quantum chemistry calculation of a single C3H3FOS molecule, from the OMol25 dataset.

Its total charge is 0. As for the highest occupied orbital energy: -9.3 eV. The SMILES is O=C(C=S)CF. As for the HOMO-LUMO gap: 8.4731 eV.

The geometry in XYZ format:
```
9
C3H3FOS, DFT ωB97M-V/def2-TZVPD
C -1.64 -0.07 -0.45
C -0.46 0.72 0.21
C 0.67 -0.09 0.70
H -2.60 0.34 -0.31
H -1.40 -0.20 -1.49
H 0.66 -0.41 1.75
O -0.37 1.91 0.01
F -1.69 -1.33 0.17
S 1.88 -0.40 -0.27
```

The natural (NBO) scheme yields these atomic charges, measured in e:
1 C -0.034
2 C 0.479
3 C -0.382
4 H 0.198
5 H 0.198
6 H 0.225
7 O -0.486
8 F -0.370
9 S 0.171

***

Most stable = version Q

***

Version P
The following is a quantum chemistry calculation of a single CH3N3S2 molecule, from the OMol25 dataset.

Its total charge is 0. As for the highest occupied orbital energy (spin up / spin down): -8.1 / -8.1 eV. As for the HOMO-LUMO gap (spin up / spin down): 7.4889 / 7.4859 eV.

The geometry in XYZ format:
```
9
CH3N3S2, DFT ωB97M-V/def2-TZVPD
C 0.62 -1.16 0.13
N -0.81 0.79 -0.47
N -1.82 1.27 -1.08
N -0.17 -0.34 -0.72
S -0.60 -2.08 -0.77
S -3.10 0.82 -2.04
H 0.61 -1.08 1.34
H 1.75 -1.19 -0.19
H -1.73 2.28 -0.84
```

The natural (NBO) scheme yields these atomic charges, measured in e:
1 C -0.345
2 N -0.016
3 N -0.356
4 N -0.326
5 S 0.314
6 S -0.128
7 H 0.226
8 H 0.224
9 H 0.406

***

Version Q
The following is a quantum chemistry calculation of a single CH3N3S2 molecule, from the OMol25 dataset.

Its total charge is 0. As for the highest occupied orbital energy (spin up / spin down): -8.2 / -8.2 eV. As for the HOMO-LUMO gap (spin up / spin down): 6.4063 / 6.3817 eV.

The geometry in XYZ format:
```
9
CH3N3S2, DFT ωB97M-V/def2-TZVPD
C -0.87 -1.60 -0.08
N 0.31 -1.30 -0.51
N 0.92 -0.25 -0.85
N 0.45 0.88 -0.32
S -2.44 -0.84 0.05
S -2.61 1.16 -0.14
H -1.01 -2.62 0.18
H 1.13 1.68 -0.10
H -0.62 0.87 -0.04
```

The natural (NBO) scheme yields these atomic charges, measured in e:
1 C -0.133
2 N -0.301
3 N 0.125
4 N -0.576
5 S 0.314
6 S -0.437
7 H 0.220
8 H 0.413
9 H 0.375

***

Most stable = version Q